The following is a DFT calculation (wB97M-V/def2-TZVPD) of C4H3NOS in the gas phase.

XYZ file:
```
10
Properties=species:S:1:pos:R:3:forces:R:3:lowdin_charge:R:1
H -0.598041 1.260303 0.425081 -1.5595 1.7343 0.1046 0.10
C -0.757259 -0.535079 1.480011 -1.8781 -2.6151 -0.5975 -0.35
N -0.577512 -1.263233 -1.004591 -0.4631 -0.1494 0.4770 -0.29
S -1.279547 -1.834666 0.540708 1.8905 2.8919 0.1203 0.94
H -0.709142 -1.858401 -1.839799 0.6602 0.9629 0.8275 0.09
C 1.458133 0.077510 -1.325796 3.6415 3.2154 -2.0231 -0.14
H 0.789533 0.751958 1.199485 2.0382 0.8473 1.0205 0.08
O 2.324170 0.728286 -1.843292 -1.3932 -1.9504 0.8253 0.12
C 0.351929 -0.171760 -0.738887 -3.3454 -2.9706 1.5573 -0.30
C -0.027340 0.426831 0.664099 0.4089 -1.9663 -2.3120 -0.25
```
Positions in Å, forces in eV/Å.

Total charge   0
LUMO energy   -0.30 eV
Kohn-Sham gap   7.8 eV
E_HOMO   -8.12 eV

The following is a DFT calculation (wB97M-V/def2-TZVPD) of a 2-piece molecular cluster, CH3BrCl2OSi overall.

XYZ file:
```
9
Properties=species:S:1:pos:R:3:forces:R:3:lowdin_charge:R:1
Si -3.704598 -0.384788 -0.085805 2.6017 1.7278 1.5636 -0.66
H -0.763045 -2.112679 0.574463 0.8136 -0.1340 -0.6129 0.07
O -0.890747 -0.134117 0.658412 -3.6323 1.7529 -0.6614 -0.30
C -0.200763 -1.202284 0.249335 1.3311 -1.0872 3.4511 -0.36
Cl -3.812011 -1.239057 -1.830473 -0.0231 -0.6607 -1.2804 0.38
H 0.757862 -1.136508 0.974413 -1.3562 -0.6086 -1.5446 0.12
Br -4.473536 1.668096 -0.041822 0.1862 -0.4157 -0.0373 0.37
Cl -4.382075 -1.488842 1.410626 -0.1952 -0.3995 0.4239 0.34
H 0.136145 -1.213177 -0.754751 0.2741 -0.1750 -1.3020 0.04
```
Positions in Å, forces in eV/Å.

Total charge   0
LUMO energy (spin up / spin down)   -1.71 / -1.71 eV
Kohn-Sham gap (spin up / spin down)   6.6 / 6.6 eV
E_HOMO (spin up / spin down)   -8.31 / -8.31 eV

The following is a DFT calculation (wB97M-V/def2-TZVPD) of a 8-piece molecular cluster, H16O8 overall.

XYZ file:
```
24
Properties=species:S:1:pos:R:3:forces:R:3:lowdin_charge:R:1
H -1.295425 35.478050 19.726061 -0.6048 0.4278 -0.3164 -0.05
H -0.641402 37.323274 17.407374 -1.5763 1.1377 0.3317 -0.02
H -3.662382 34.322366 19.218877 -0.1020 0.2083 0.0431 0.04
H 0.267270 36.505950 16.701206 0.7527 -0.5462 -0.6142 0.05
H -0.141091 36.127498 18.989784 0.4206 0.7525 -0.8595 -0.03
H -3.367511 37.321946 17.206150 0.2096 0.4755 0.4725 0.01
O -2.244275 34.347981 16.619860 0.7531 0.1330 -0.4420 -0.03
H -2.295138 37.592351 15.197908 0.0588 -0.5327 2.3730 -0.06
O -2.430032 37.140636 17.055587 -0.0702 1.9312 -0.1967 -0.04
H -6.067864 38.841593 14.806252 -2.1837 0.3103 -0.1633 0.02
H -3.209443 38.418903 14.273692 -0.0812 -0.0194 0.2273 0.00
O -2.408459 37.892389 14.332854 0.0883 0.6083 -2.8344 -0.04
H -5.047424 38.076856 15.640399 -0.3114 0.7144 -0.3286 0.01
H -5.313922 36.702328 18.255551 0.1566 0.3112 -0.4555 0.09
H -1.357331 33.980072 16.795229 -0.6587 0.1612 0.0857 0.08
O 0.268412 37.085091 17.455797 0.9985 -0.2743 0.1547 -0.02
O -5.087456 37.247666 17.479957 -0.3930 0.2021 0.8923 -0.03
O -0.354757 35.484687 19.653055 0.7139 -1.0959 1.0527 -0.05
O -5.161038 38.700073 14.908945 2.3365 -0.5727 0.3110 -0.01
H -5.002451 36.659154 16.740022 -0.2773 -1.0244 -0.4008 0.05
O -3.122168 35.032671 19.591329 0.7414 -1.8213 1.6451 -0.08
H -2.846156 33.941646 17.234948 0.0120 -0.4107 0.3421 0.02
H -2.593538 34.498430 20.284523 -1.2959 1.2738 -1.3431 0.11
H -2.373898 36.214960 17.124721 0.3126 -2.3496 0.0236 -0.02
```
Positions in Å, forces in eV/Å.

Total charge   0
LUMO energy   -0.64 eV
Kohn-Sham gap   9.8 eV
E_HOMO   -10.39 eV

The following is a DFT calculation (wB97M-V/def2-TZVPD) of C19H18Cl2N7O2PtS as an isolated structure.

XYZ file:
```
50
Properties=species:S:1:pos:R:3:forces:R:3:lowdin_charge:R:1
C -0.808261 -0.523223 3.484020 0.0527 -0.0190 0.0867 -0.02
O -2.887254 1.151951 2.136833 -0.0115 0.0932 -0.0479 -0.03
H 0.513931 5.327561 -0.258949 0.0017 -0.0022 0.0015 0.09
C 2.951876 -3.883069 -4.988606 -0.0205 0.0252 -0.0147 -0.16
H 1.740587 -2.871885 -6.465510 0.0014 -0.0005 -0.0028 0.08
C 1.522078 -2.180813 -3.074295 0.0432 -0.0023 -0.0281 -0.55
C 0.076537 5.492690 0.726757 0.0186 0.0011 0.0317 -0.05
H 3.486919 -4.505719 -5.691951 -0.0008 -0.0028 -0.0036 0.07
C -2.874575 3.426381 1.522985 0.0218 0.0347 -0.0385 -0.01
H 2.895425 2.323567 2.369907 -0.0825 0.0580 -0.0736 0.08
H -0.539658 6.390869 0.704570 -0.0008 -0.0040 -0.0094 0.08
C 3.193099 -3.964759 -3.624002 0.0237 -0.0119 0.0101 -0.19
Pt 0.841957 -0.916917 -0.437166 0.3331 -0.6566 -0.4361 0.89
Cl 0.098107 -1.084679 -5.137391 0.0066 -0.0157 0.0121 0.58
H -1.361570 -2.247512 -2.040272 -0.0010 0.0144 0.0005 0.10
H 1.254488 0.797387 2.922083 -0.1189 0.1881 -0.1208 0.15
C -3.078175 -2.683889 -0.738677 0.0297 0.0162 -0.0060 -0.05
H -1.076054 0.532866 3.556986 0.0094 -0.0395 0.0383 0.07
C -3.526055 -2.572984 0.569062 0.0150 0.0352 0.0255 -0.06
C 1.982398 -2.971636 -5.414218 0.0274 -0.0229 -0.0079 -0.18
C 1.315850 -2.183404 -4.514735 -0.0231 0.0032 0.0267 -0.62
C -1.809003 -2.227453 -1.049455 0.0026 -0.1831 0.0422 -0.09
H 0.894316 5.628458 1.432161 -0.0100 0.0095 0.0087 0.08
H 4.136395 1.869871 1.343617 0.0048 -0.0014 -0.0003 0.09
N -0.748840 4.370818 1.124024 0.0316 -0.0654 -0.1827 -0.07
N 0.529682 -0.420415 1.446406 -0.0566 -0.1125 0.0772 -0.17
C -2.107587 4.474729 1.194190 -0.0260 0.0107 0.0707 -0.09
H -3.072560 -1.832120 2.531584 0.0033 0.0213 0.0022 0.11
C -0.526856 -0.833241 2.057390 -0.0970 -0.0693 -0.0479 -0.26
H -3.702642 -3.102610 -1.515121 0.0062 -0.0034 -0.0038 0.10
N -0.882974 2.044740 1.564576 0.2462 0.3465 0.4352 0.17
C 2.522426 -3.167055 -2.721119 0.0197 -0.0074 0.0203 -0.61
H -4.521045 -2.904077 0.837259 0.0029 -0.0050 0.0038 0.10
C -2.226158 2.137681 1.766161 -0.1104 -0.1502 -0.1506 -0.52
H 0.065421 -0.739215 4.106384 0.0105 -0.0145 -0.0229 0.08
H -2.513359 5.458290 0.989428 0.0045 -0.0013 -0.0037 0.11
H -1.642139 -1.103041 3.867032 -0.0077 -0.0049 -0.0110 0.07
N 1.481605 0.329285 2.058218 0.1877 -0.2624 0.1264 0.02
O 1.119863 3.118573 1.282548 0.0545 0.0040 0.0819 -0.03
H 3.918000 -4.672313 -3.239052 -0.0019 0.0006 0.0026 0.08
C 2.578097 0.659121 1.350185 -0.0056 0.2067 0.0553 -0.81
S 2.933374 -0.003730 -0.156142 -0.1623 0.1250 -0.0781 0.66
N 0.809475 -1.395316 -2.321082 -0.0851 0.0518 0.0057 -0.25
Cl 2.885126 -3.454675 -1.021809 0.0006 -0.0055 -0.0363 0.55
C -1.448342 -1.559315 1.161734 0.0375 0.1708 0.0068 -0.20
C -2.711695 -1.994319 1.528197 -0.0601 -0.0180 -0.0329 -0.01
N -1.017655 -1.716506 -0.112332 -0.1205 0.2523 0.0149 -0.05
H -3.947387 3.510736 1.602626 -0.0040 -0.0135 0.0041 0.09
C -0.123807 3.121280 1.323779 -0.2741 0.1260 0.1058 -0.51
N 3.406620 1.549034 1.961182 0.0834 -0.0993 0.0629 0.08
```
Positions in Å, forces in eV/Å.

Total charge   -1
LUMO energy (spin up / spin down)   1.97 / 1.97 eV
Kohn-Sham gap (spin up / spin down)   4.6 / 4.6 eV
E_HOMO (spin up / spin down)   -2.67 / -2.67 eV

The following is a DFT calculation (wB97M-V/def2-TZVPD) of C32H45AsClN6O4PbSSi3 as an isolated structure.

XYZ file:
```
94
Properties=species:S:1:pos:R:3:forces:R:3:lowdin_charge:R:1
H 0.419660 3.260764 3.779518 0.0103 -0.0053 0.0443 -0.01
C 1.072689 -1.391630 -4.511224 0.0351 0.0161 -0.0148 -0.19
H 0.646141 4.212653 -0.633269 -0.0020 -0.0180 -0.0033 -0.02
C 3.877576 1.658812 3.857462 -0.0875 0.0618 -0.0085 -0.19
C 2.490722 -3.518362 1.827153 -0.0198 -0.0432 -0.0006 -0.02
C 2.848530 -0.538442 -5.864611 0.0050 -0.0006 -0.0043 -0.08
C -2.798250 2.125642 4.390063 0.0016 0.0349 -0.0003 -0.23
H 2.783305 -3.829491 -1.937713 0.0062 -0.0034 0.0001 0.11
C 2.695497 -3.763707 -0.857530 -0.0486 -0.0323 -0.0096 -0.14
S 2.316925 1.863752 -1.279445 0.0541 0.2429 0.0597 0.54
H 3.389099 3.535067 1.678625 0.0286 0.0076 -0.0120 0.07
H -0.362652 0.018176 -3.800961 0.0097 -0.0125 0.0274 0.07
H -3.007288 3.181328 4.208814 0.0017 -0.0168 0.0002 0.00
C -2.634486 0.041422 -1.582118 -0.3145 0.1188 -0.0302 -0.36
C -0.769312 -5.848141 -3.171011 0.0436 -0.0188 0.0822 -0.52
C 2.734748 -1.070780 1.558926 0.0208 0.0570 -0.0040 -0.10
C -2.397532 -0.654298 3.306476 -0.0196 0.0085 -0.0306 -0.23
C 0.139598 -3.717675 -4.210915 -0.0170 -0.0036 -0.0306 -0.58
H 2.846002 1.582637 -6.183365 0.0013 0.0007 0.0016 0.10
H 1.904663 -0.444931 4.415074 0.0348 0.0144 0.0339 0.03
H 4.333268 2.654151 3.817340 0.0296 -0.0226 -0.0656 0.02
H -5.065189 0.980026 2.513294 -0.0102 -0.0031 -0.0226 0.03
H -4.438386 2.348426 1.587917 -0.0009 -0.0011 -0.0018 0.01
C -0.335877 -4.419270 -3.118610 -0.0231 -0.0092 0.0061 -0.04
H 0.586596 5.213466 0.837988 0.0293 -0.0275 0.0078 0.01
H 2.635796 -2.609483 -5.331555 -0.0132 -0.0024 -0.0026 0.10
O -1.099912 -6.419658 -2.029728 0.0023 0.1518 0.1196 0.10
N 2.595157 1.201172 1.339092 -0.4082 0.3739 0.0680 -0.18
H -3.525108 -3.167897 -1.519051 -0.0023 0.0030 0.0078 0.09
H 3.046121 -0.982452 2.598894 0.0454 -0.0141 0.0039 0.10
C 1.221130 0.256820 3.933481 -0.0707 -0.0295 -0.1140 -0.21
H -2.297403 5.878195 1.643135 -0.0248 -0.0006 -0.0056 0.02
C 2.342249 0.745254 -5.718377 -0.0027 -0.0071 0.0104 -0.09
C 2.667036 -2.429701 0.982190 -0.0241 -0.0313 0.0247 -0.28
C -0.590833 -3.572173 -0.586949 -0.0063 -0.1151 -0.0331 -0.60
H -0.421501 5.623790 -0.555700 0.0307 0.0217 0.0144 0.03
H 2.386153 -5.871770 -0.588355 0.0086 -0.0112 -0.0019 0.11
C -2.272637 4.839392 1.986783 -0.0062 -0.0288 0.0098 -0.24
H -3.360180 -1.073304 3.613593 0.0136 -0.0097 0.0289 0.03
H 0.541806 -0.297148 3.287336 0.0339 0.0077 0.0151 0.00
H 2.990444 4.116375 0.091294 0.0181 -0.0152 -0.0271 0.09
H 0.799918 1.952250 -4.834867 0.0020 0.0023 -0.0078 0.11
H -2.007272 -1.273350 2.494949 -0.0133 -0.0144 -0.0093 0.01
H -3.300497 4.526567 2.184122 0.0108 -0.0164 0.0092 0.01
H 2.404924 -3.366775 2.896094 -0.0122 -0.0021 -0.0050 0.11
H 4.568575 0.964518 3.375263 -0.0304 -0.0443 0.0184 0.02
C 1.196624 0.953670 -4.963924 -0.0007 -0.0042 0.0019 -0.07
C 2.486104 -4.911054 -0.102405 0.0057 0.0144 -0.0408 -0.06
H 0.616491 0.724575 4.716620 -0.0200 0.0016 -0.0336 0.04
C 1.483585 3.335606 3.562639 -0.0692 -0.0012 -0.2677 -0.21
H 3.816587 1.395995 4.918072 -0.0198 0.0169 0.0041 0.03
C -3.265692 -2.146768 -1.764031 0.0202 -0.0266 -0.0743 -0.16
H -2.577976 0.394925 -3.791832 -0.0328 0.0172 0.0054 0.08
O -0.787713 -6.452032 -4.219584 -0.0086 -0.0042 0.0016 0.05
C -0.006566 4.792300 0.022813 0.0084 -0.0442 0.0122 -0.24
H -4.256946 0.707360 0.957821 0.0141 0.0128 0.0086 0.01
C 0.551716 -0.116513 -4.364758 -0.0486 0.0053 -0.0339 -0.02
Si 2.135920 1.645180 3.069560 0.6162 -0.4401 0.4706 0.44
N 3.070270 3.356650 0.742248 -0.0103 -0.0288 0.0565 0.09
O -0.448611 -2.538434 0.111929 0.1115 0.1528 0.1372 -0.18
C -2.731244 -0.291245 -2.968994 0.1714 0.0309 0.0075 -0.20
Si -1.447437 3.760471 0.671379 -0.1144 -0.0503 -0.0466 0.18
H -2.948185 4.671011 -1.073669 -0.0082 -0.0052 -0.0074 0.03
H 2.208981 -5.647290 1.896084 -0.0162 0.0024 -0.0047 0.11
H -3.214022 -2.183944 -3.991781 -0.0033 0.0063 -0.0025 0.08
H -2.703467 1.048860 -1.191197 0.1135 -0.0363 0.0435 0.03
C -2.649304 3.660513 -0.775689 0.0006 0.0378 -0.0198 -0.23
C -4.244281 1.310156 1.868207 -0.0193 0.0272 0.0384 -0.22
H -2.178459 3.182728 -1.638456 0.0007 0.0190 -0.0037 0.02
H 3.749512 -0.706087 -6.440351 0.0004 0.0053 -0.0013 0.10
C -3.094330 -1.625718 -3.072270 0.0149 -0.0626 0.0319 -0.16
H -3.551364 3.094065 -0.538468 0.0129 0.0002 0.0189 0.01
C 2.383513 -4.782140 1.270212 0.0018 0.0269 0.0512 -0.06
Si -2.610599 1.145851 2.786021 -0.0305 -0.1572 -0.0779 0.17
H -1.724491 4.805645 2.930575 0.0154 0.0262 -0.0067 0.01
H -1.902110 2.060844 5.012257 0.0175 -0.0143 -0.0242 0.01
H -1.709466 -0.737027 4.151808 -0.0085 -0.0042 -0.0131 0.01
Cl 0.305650 -4.182929 -5.838776 0.0046 0.0007 -0.0061 0.80
N 0.173284 -2.308946 -2.505579 0.0856 -0.1035 -0.0281 0.08
C -3.019187 -1.130294 -0.852221 0.1115 0.0092 0.0370 -0.23
H 2.037104 3.655301 4.451330 0.0002 0.0009 -0.0052 0.03
As -0.757172 1.706809 1.517985 0.0665 0.0904 -0.0551 0.67
N 0.448025 -2.464726 -3.809567 -0.0594 -0.0203 0.0202 -0.06
C 2.223135 -1.613442 -5.251960 0.0282 -0.0016 0.0189 -0.04
N 2.448464 -0.075959 0.827882 0.0544 -0.0744 0.1019 -0.02
H -1.040522 -5.766001 -1.245886 0.0121 0.0230 -0.0805 0.05
H -3.076283 -1.212626 0.225548 -0.0391 0.0031 -0.0135 0.08
O -0.908832 -4.696656 -0.156732 -0.0697 -0.1157 -0.0431 0.03
H -3.633755 1.708644 4.961965 0.0033 0.0177 0.0178 0.02
H 1.589912 4.095488 2.789933 -0.0380 0.0390 0.0186 0.01
Pb -0.184668 -0.274651 -0.724886 -0.2057 -0.0234 -0.1096 1.18
N 2.780100 -2.546299 -0.341266 0.0160 0.0440 0.0186 0.14
C -0.290056 -3.459868 -2.067647 -0.0089 0.0310 0.0002 -0.15
C 2.657747 2.137784 0.339516 0.0039 -0.0068 -0.2717 -0.93
```
Positions in Å, forces in eV/Å.

Total charge   -1
LUMO energy   2.24 eV
Kohn-Sham gap   6.6 eV
E_HOMO   -4.32 eV

Calculated largest force on an atom, 5.26 4.09 2.90 0.86 0.89 eV/A (same order as the records).
Calculated energy above the lowest of the compared OMol25 structures with the same formula, charge and spin, 85.7 110.6 62.0 0.0 31.3 kcal per mole (same order as the records).